The following is a DFT calculation (wB97M-V/def2-TZVPD) of a structure of composition C72H55BiN6O6S3 in a non-equilibrium geometry.

Element x y z (Å)
Bi -0.464054 0.526157 -0.111341
N -5.672188 5.322411 -8.027361
C -5.135835 4.760608 -7.180047
C -4.473414 4.075941 -6.113028
C -4.736310 4.444285 -4.793010
C -4.087060 3.798212 -3.758779
C -3.168822 2.783262 -4.022399
C -2.914881 2.418900 -5.340702
C -3.563257 3.056178 -6.383564
C -2.487000 2.106305 -2.879917
C -2.870921 0.780532 -2.672467
C -3.719933 0.015512 -3.541394
C -3.803842 -1.243096 -3.009805
C -3.045083 -1.211398 -1.814111
N -2.505814 -0.022688 -1.599782
C -1.575533 2.927970 -2.180138
C -1.251510 4.256233 -2.572816
C -0.354058 4.753567 -1.653206
C -0.144087 3.729313 -0.722834
N -0.852223 2.638392 -1.027075
H -5.445145 5.235250 -4.589752
H -4.284995 4.077788 -2.732168
H -2.194606 1.636624 -5.542976
H -3.372161 2.768580 -7.408380
H -4.188250 0.371549 -4.443162
H -4.347035 -2.092761 -3.390106
H -2.917072 -2.020066 -1.111045
H -1.631986 4.769196 -3.439187
H 0.105433 5.727934 -1.647901
H 0.486402 3.753919 0.153261
C -6.756907 0.759729 -1.089511
C -6.714277 0.381958 0.398031
C -6.299418 -1.090910 0.547495
C -8.114382 0.549156 0.995124
C -5.685051 1.268493 1.094131
C -6.051323 2.258767 2.013519
C -5.109104 3.005825 2.695140
C -3.769348 2.758541 2.449814
S -2.377471 3.428145 3.243405
C -1.352374 2.377542 2.307354
N -1.984397 1.643032 1.425771
C -3.366868 1.808743 1.497711
C -4.336613 1.074387 0.822105
C 0.054172 2.233771 2.584841
C 0.619351 2.743535 3.691076
C 1.979753 2.377030 4.071260
C 3.128460 2.185146 1.669921
C 2.004311 2.100611 0.956377
C 0.887893 1.392250 1.674759
H -7.489817 0.139522 -1.609611
H -5.785577 0.614065 -1.562530
H -7.042709 1.807085 -1.208246
H -7.076020 -1.739957 0.140311
H -6.156354 -1.348164 1.599182
H -5.374865 -1.306658 0.012930
H -8.787190 -0.185933 0.553247
H -8.522277 1.539519 0.785915
H -8.102801 0.390119 2.074892
H -7.093874 2.453039 2.219396
H -5.408080 3.745661 3.425719
H -4.003609 0.348626 0.100846
H 0.044616 3.354193 4.380465
H 2.264012 2.695981 5.066289
H 4.857039 1.129217 2.184744
H 2.077027 2.042180 -0.125744
O -2.572365 -5.295287 0.458670
C -2.992907 -4.616974 1.495940
O -3.775341 -5.053771 2.308341
C -2.484941 -3.218174 1.645801
C -2.967171 -2.351990 2.602877
N -2.336434 -1.181761 2.432581
N -1.460815 -1.230270 1.422372
C -1.532656 -2.459618 0.922871
C -0.674768 -2.821119 -0.277430
O -0.906305 -3.904555 -0.840807
O 0.189224 -1.967813 -0.587325
H -1.900350 -4.778119 -0.099294
H -3.703937 -2.522193 3.369511
H -2.473069 -0.323759 2.939834
C 4.479760 -4.075312 6.949946
C 3.941714 -3.506170 5.666101
C 2.712230 -2.858394 5.620371
C 2.193708 -2.394476 4.419128
C 2.918260 -2.548434 3.247263
C 4.153125 -3.177265 3.280099
C 4.661051 -3.643752 4.479835
S 2.172349 -2.215228 1.606775
O 3.023049 -2.970449 0.675050
C 2.678478 -0.461177 1.610507
C 1.717866 0.312848 2.535274
C 2.491630 1.010676 3.655234
C 3.184070 2.252693 3.135460
C 4.487854 2.827064 3.583195
C 5.491343 3.308623 2.813167
C 5.778963 3.213518 1.370603
C 5.304853 2.254395 0.557302
C 4.332746 1.366899 1.250427
C 3.729648 -0.000370 0.895584
C 4.426934 -0.763630 -0.175470
C 5.703484 -1.340519 0.069188
C 6.274066 -1.372378 1.363643
C 7.485482 -1.966386 1.579896
C 8.185942 -2.557428 0.510098
C 7.648961 -2.561014 -0.745871
C 6.391246 -1.966577 -1.000854
C 5.798356 -1.991523 -2.284353
C 4.568080 -1.444869 -2.501400
C 3.877238 -0.831824 -1.442288
S 2.225092 -0.084900 -1.642884
O 2.446377 1.304442 -2.138835
C 1.617309 -1.003233 -3.057477
C 1.012480 -0.279821 -4.068098
C 0.419379 -0.953829 -5.127200
C 0.414412 -2.342652 -5.170481
C -0.235586 -3.082381 -6.307416
C 1.026597 -3.050064 -4.134312
C 1.622255 -2.392877 -3.075231
H 3.755892 -3.986963 7.758345
H 5.393484 -3.557608 7.247239
H 4.726133 -5.130316 6.825178
H 2.135788 -2.741335 6.530478
H 1.210558 -1.937372 4.405847
H 4.684259 -3.323101 2.347750
H 5.619805 -4.149531 4.491500
H 1.021425 -0.407561 2.977863
H 2.953100 0.373071 4.401206
H 4.575152 2.979578 4.655354
H 6.274191 3.826317 3.359514
H 6.490554 3.938321 0.994676
H 5.563505 2.171450 -0.490244
H 5.725793 -0.945249 2.193917
H 7.906614 -1.990704 2.576772
H 9.147639 -3.017909 0.695880
H 8.178811 -3.029282 -1.566707
H 6.335825 -2.462547 -3.098223
H 4.116351 -1.474086 -3.483396
H 1.026971 0.803120 -4.021798
H -0.044826 -0.390108 -5.928068
H -0.679280 -2.391829 -7.023132
H -1.017846 -3.744467 -5.932993
H 0.494883 -3.701763 -6.830343
H 1.022903 -4.133220 -4.153164
H 2.072593 -2.944599 -2.260317

Atoms 1-3, force components in eV/Å:
0.4379 -0.4243 0.1648
0.0269 -0.0363 0.0247
-0.1587 0.1338 -0.2518

Properties
HOMO ... -0.2865 hartree
Total energy ... -4965.704102 a.u.
Gap between HOMO and LUMO ... 6.791 eV
Energy above the lowest of the compared OMol25 structures with the same formula, charge and spin ... 175.88 kcal/mol